Record 1
DFT (the ωB97M-V functional and the def2-TZVPD basis) results for a molecular structure, C30H22Cl2FeN6O4.

<S²>: 0.773
frontier orbital gap (alpha / beta): 6.9 / 7.0 eV
net charge: -1
energy above the lowest of the compared OMol25 structures with the same formula, charge and spin: 0.0 kJ/mol
highest occupied orbital energy (alpha / beta): -4.37 / -4.49 eV
2S+1: 2

CARTESIAN COORDINATES (ANGSTROEM)
Fe  0.34691  0.29197  0.91237
Cl  7.01409  1.41378  1.62831
C  5.48217  0.82583  1.04408
C  4.31765  1.29126  1.64121
C  3.08687  0.83747  1.19088
N  1.84053  1.24314  1.65534
C  1.62482  2.11547  2.63777
O  2.42269  2.72342  3.35308
C  0.14413  2.36614  2.78265
C  -0.35503  3.32558  3.64624
C  -1.71855  3.56010  3.65604
C  -2.53819  2.83789  2.80053
C  -1.96413  1.88682  1.97493
N  -0.65495  1.65839  1.98028
C  3.00229  -0.10619  0.14469
C  4.17921  -0.54452  -0.44756
C  5.40797  -0.08308  0.00557
Cl  6.84922  -0.68028  -0.76991
N  1.72269  -0.59133  -0.15895
C  1.52253  -1.14067  -1.38996
O  2.13308  -0.85698  -2.41266
C  0.54616  -2.29327  -1.47843
C  -0.13271  -2.49596  -2.67929
C  -0.89896  -3.63450  -2.82145
C  -0.95247  -4.53869  -1.76743
C  -0.24693  -4.24308  -0.61303
N  0.48860  -3.14346  -0.46034
H  4.36069  2.00628  2.44728
H  0.34558  3.86202  4.27013
H  -2.14264  4.30488  4.31791
H  -3.60616  3.00215  2.77055
H  -2.54842  1.28619  1.28921
H  4.15228  -1.24238  -1.26964
H  -0.02509  -1.76385  -3.46727
H  -1.44389  -3.82184  -3.73889
H  -1.53511  -5.44849  -1.83323
H  -0.26982  -4.91938  0.23527
C  -0.15365  -2.57892  3.91701
C  -0.46986  -1.80640  2.66277
O  0.30402  -0.80275  2.46539
C  -1.54369  -2.18024  1.88226
C  -1.92451  -1.55161  0.66300
C  -3.14169  -2.04897  -0.06490
N  -1.24010  -0.56557  0.17054
N  -1.69527  -0.00315  -1.02504
C  -0.95104  1.02196  -1.32841
O  0.01189  1.47063  -0.59249
C  -1.22633  1.72936  -2.60670
C  -0.49457  2.86657  -2.92839
C  -0.73702  3.53765  -4.11837
C  -1.70745  3.07455  -4.99518
C  -2.43480  1.93321  -4.67937
C  -2.19599  1.26240  -3.49109
H  -0.39402  -1.96945  4.79054
H  -0.70864  -3.51373  3.97235
H  0.91646  -2.78302  3.94300
H  -2.12125  -3.03912  2.19322
H  -3.59877  -2.87509  0.47676
H  -3.86754  -1.24515  -0.19367
H  -2.86110  -2.37644  -1.06503
H  0.26793  3.20166  -2.23883
H  -0.16068  4.42069  -4.36462
H  -1.89286  3.59625  -5.92606
H  -3.18763  1.56376  -5.36514
H  -2.74892  0.37011  -3.22986

Atoms 1-2, force components in eV/Å:
-0.2301 0.2716 -0.4130
-0.0122 0.0042 -0.0028

Record 2
DFT (the ωB97M-V functional and the def2-TZVPD basis) results for a single C3H3NO2 molecule.

frontier orbital gap: 8.9 eV
net charge: 0
energy above the lowest of the compared OMol25 structures with the same formula, charge and spin: 597.7 kJ/mol
highest occupied orbital energy: -8.96 eV
SMILES: C#CC(=O)ON

CARTESIAN COORDINATES (ANGSTROEM)
C  0.07836  2.05528  0.00455
C  -0.86251  1.45316  0.53195
C  -1.09959  0.06206  0.59496
O  -2.03461  -0.64375  0.41815
O  0.47029  -0.37962  0.22714
N  0.75589  -1.71952  -0.12618
H  0.65319  2.85268  -0.41329
H  1.76617  -1.78785  -0.22749
H  0.27280  -1.89244  -1.00978

Atoms 1-2, force components in eV/Å:
-2.1929 0.6273 1.1193
2.1670 1.3399 -0.5805

Record 3
DFT (the ωB97M-V functional and the def2-TZVPD basis) results for 2 unconnected molecules or ions with the total composition C28H51NO3S2.

frontier orbital gap: 7.2 eV
net charge: 0
highest occupied orbital energy: -8.65 eV
SMILES: CCCNC1=C(CCCCCCCCCOC)C(=O)C(S)=C(CCCS)C1=O.CCCCCC

CARTESIAN COORDINATES (ANGSTROEM)
C  -3.67243  3.12019  1.57812
C  -4.85418  2.39942  2.51678
C  -4.66536  0.76211  2.23078
N  -3.56928  0.30524  3.16487
C  -2.83387  -0.91831  2.67124
C  -1.64047  -1.38453  3.48595
C  -1.18130  -0.63222  4.87966
C  -0.29885  0.70253  4.52000
C  0.83185  0.26802  3.41020
C  2.17742  1.23619  3.43597
C  2.76356  1.36869  1.91068
C  1.80194  2.18572  0.86359
C  1.41214  3.71346  1.35011
C  -0.20938  3.95422  1.38629
C  -0.73512  5.26844  0.55539
O  -1.59592  4.91758  -0.60104
C  -0.80979  4.20752  -1.63736
C  -0.78447  -2.70517  2.91895
O  -0.23113  -3.63258  3.70503
C  -0.66969  -2.77490  1.25171
S  0.85325  -3.33016  0.31007
C  -1.84857  -2.33030  0.46104
C  -1.97088  -2.26024  -1.17141
C  -2.01600  -0.63267  -1.55306
C  -2.20448  -0.37239  -3.17234
S  -4.08021  -0.31854  -3.47122
C  -3.17292  -1.80185  1.33329
O  -4.38061  -2.17175  0.90113
H  -3.74931  4.28771  1.56230
H  -3.72499  2.66754  0.47467
H  -2.63548  2.71970  2.01303
H  -5.88156  2.74808  2.03210
H  -4.75826  2.66366  3.65239
H  -4.41483  0.68123  1.08803
H  -5.65260  0.22611  2.55885
H  -3.88001  0.21947  4.15697
H  -0.63293  -1.40098  5.59442
H  -2.16267  -0.30267  5.47312
H  0.14056  1.18898  5.49706
H  -1.04256  1.48567  4.01617
H  0.33897  0.21077  2.32714
H  1.21290  -0.82610  3.66437
H  2.98880  0.67587  4.10881
H  1.95610  2.26098  3.97043
H  3.83130  1.88864  1.92312
H  2.93742  0.29266  1.46566
H  2.40638  2.30358  -0.15755
H  0.87700  1.51062  0.60951
H  1.92266  4.56486  0.71872
H  1.80483  3.85275  2.46827
H  -0.61523  3.97944  2.50830
H  -0.72507  3.01152  0.88897
H  0.21342  5.86907  0.20180
H  -1.40652  5.91443  1.29910
H  -1.47355  4.08991  -2.59580
H  0.12648  4.89097  -1.86192
H  -0.43900  3.13129  -1.28144
H  0.93824  -4.74679  0.39658
H  -1.06255  -2.70224  -1.76210
H  -3.01700  -2.68174  -1.56206
H  -2.88718  -0.08571  -0.94724
H  -1.01233  -0.08889  -1.21520
H  -1.66218  0.62577  -3.52123
H  -1.72329  -1.32610  -3.70537
H  -4.62406  0.22398  -2.26747
C  5.24767  -5.09898  -4.04431
C  4.67035  -4.06693  -5.00051
C  4.73012  -2.63685  -4.45622
C  3.92366  -2.38567  -3.17653
C  2.43029  -2.70886  -3.26854
C  1.69161  -1.85890  -4.29111
H  4.68095  -5.14628  -3.11035
H  5.21558  -6.09352  -4.50147
H  6.29071  -4.87032  -3.80602
H  3.64083  -4.33718  -5.25702
H  5.24015  -4.10443  -5.93743
H  4.39213  -1.94912  -5.24028
H  5.77787  -2.37580  -4.25995
H  4.04216  -1.33213  -2.89593
H  4.35731  -2.96575  -2.35396
H  1.97818  -2.53798  -2.28417
H  2.28027  -3.76947  -3.49467
H  1.79300  -0.79377  -4.05922
H  0.62495  -2.10593  -4.28486
H  2.06510  -2.02985  -5.30446

Atoms 1-2, force components in eV/Å:
0.2173 -1.2259 0.6502
0.4157 -0.2299 -2.2088

Record 4
DFT (the ωB97M-V functional and the def2-TZVPD basis) results for a single C14H14N4S molecule.

frontier orbital gap: 8.7 eV
net charge: 0
energy above the lowest of the compared OMol25 structures with the same formula, charge and spin: 0.0 kJ/mol
highest occupied orbital energy: -7.96 eV
SMILES: C=CCn1c(Cc2c[nH]c3ccccc23)n[nH]c1=S

CARTESIAN COORDINATES (ANGSTROEM)
C  2.94496  1.51877  1.95577
C  3.15355  2.08858  0.78461
C  3.16610  1.38605  -0.54325
N  2.78034  0.00591  -0.47429
C  1.52961  -0.52577  -0.27845
C  0.32103  0.33010  -0.16847
C  -0.92987  -0.41867  0.16559
C  -1.07015  -1.51858  0.95960
N  -2.38704  -1.87743  1.03398
C  -3.13034  -1.00988  0.28914
C  -4.49949  -0.95721  0.06036
C  -4.97374  0.05583  -0.74411
C  -4.10958  0.99757  -1.30994
C  -2.75240  0.95110  -1.08671
C  -2.24152  -0.06409  -0.27731
N  1.57810  -1.81822  -0.23478
N  2.88582  -2.14226  -0.39845
C  3.66625  -1.04420  -0.54952
S  5.28672  -0.96892  -0.78411
H  2.96726  2.08588  2.86952
H  2.75260  0.46328  2.06005
H  3.35636  3.14804  0.71204
H  4.18950  1.39964  -0.94226
H  2.51429  1.91287  -1.24937
H  0.17871  0.84675  -1.12370
H  0.51414  1.10233  0.58698
H  -0.31510  -2.08437  1.46691
H  -2.74538  -2.66843  1.54073
H  -5.16591  -1.68535  0.49898
H  -6.03260  0.12758  -0.94328
H  -4.52289  1.77634  -1.93393
H  -2.09753  1.68802  -1.52860
H  3.18819  -3.10121  -0.41371

Atoms 1-2, force components in eV/Å:
0.0012 0.0171 0.0879
0.0138 -0.0587 -0.1981